ORCA calculation (ωB97M-V with the def2-TZVPD basis set) on 2 unconnected molecules or ions with the total composition C2H6N2 at a distorted geometry.

Atoms and positions in Å:
C (1.04, 0.46, 1.07)
C (0.22, 1.30, 0.46)
N (-1.36, -1.29, -0.71)
N (-0.40, -1.35, -1.46)
H (0.41, -0.31, 1.49)
H (2.18, 0.34, 1.00)
H (0.64, 2.24, 0.05)
H (-0.81, 1.14, 0.33)
H (-2.08, -2.05, -0.88)
H (0.17, -0.47, -1.35)

## Properties
energy above the lowest of the compared OMol25 structures with the same formula, charge and spin: 0.0 kJ/mol
2S+1: 3
energy: -189.1206 Eh

Löwdin atomic charge list, values in e, 4 entries:
1 C -0.0920
2 C -0.1233
3 N -0.0767
4 N -0.0580


ORCA calculation (ωB97M-V with the def2-TZVPD basis set) on a single C2H6N2O molecule at a distorted geometry.

Atoms and positions in Å:
N (0.56, -0.02, 1.39)
C (-0.24, 0.83, 0.45)
N (-0.77, 0.03, -0.70)
C (-0.06, -0.97, -1.31)
O (0.60, -1.87, -0.82)
H (1.26, -0.58, 0.91)
H (1.17, 0.70, 1.78)
H (-1.12, 1.10, 1.04)
H (0.33, 1.74, 0.26)
H (-1.77, -0.01, -0.61)
H (0.04, -0.96, -2.39)

## Properties
energy above the lowest of the compared OMol25 structures with the same formula, charge and spin: 202.2 kJ/mol
SMILES: NCNC=O
2S+1: 1
energy: -264.5103 Eh

Löwdin atomic charge list, values in e, 4 entries:
1 N -0.0079
2 C -0.2451
3 N 0.0084
4 C -0.3341


ORCA calculation (ωB97M-V with the def2-TZVPD basis set) on a single C2H6N2O molecule at a distorted geometry.

Atoms and positions in Å:
C (-0.71, -0.63, 1.28)
N (-0.87, 0.44, 0.58)
C (0.30, 0.67, -0.20)
N (0.71, -0.72, -0.58)
O (0.04, 1.53, -1.26)
H (0.19, -0.88, 1.85)
H (-1.61, -1.13, 1.65)
H (1.14, 1.09, 0.37)
H (1.65, -0.74, -0.96)
H (0.08, -1.09, -1.29)
H (-0.91, 1.45, -1.45)

## Properties
energy above the lowest of the compared OMol25 structures with the same formula, charge and spin: 234.2 kJ/mol
SMILES: C=N[C@@H](N)O
2S+1: 1
energy: -264.4981 Eh

Löwdin atomic charge list, values in e, 4 entries:
1 C -0.0453
2 N 0.0164
3 C -0.5383
4 N 0.0424